This record from OMol25 describes a structure of composition C38H53N6O6PPt. The level of theory is the ωB97M-V functional and the def2-TZVPD basis.

Computed properties:
- 2S+1: 5
- E_HOMO (alpha / beta): -6.659 / -8.238 eV
- Kohn-Sham gap (alpha / beta): 0.2162 / 0.2491 Ha
- Lowest unoccupied orbital energy (alpha / beta): -0.775 / -1.459 eV

The geometry in XYZ format:
```
105
C38H53N6O6PPt (the ωB97M-V functional and the def2-TZVPD basis)
Pt -0.18578 0.71319 0.32735
C 1.39634 2.36195 0.71040
C 2.34324 1.30230 0.62857
C 2.17079 0.50146 1.81023
C 1.09549 1.08417 2.55880
C 0.63936 2.25425 1.93696
C -0.13839 3.36882 2.59897
C -0.92956 2.84178 3.79831
C -1.10602 4.04445 1.62462
C 0.89498 4.40603 3.07302
C 2.95446 -0.60842 2.50265
C 3.93701 0.09177 3.46364
C 3.73829 -1.56354 1.60115
C 2.00136 -1.49010 3.33670
C 3.40511 1.31396 -0.46768
C 4.77638 1.62255 0.15921
C 3.43787 0.01824 -1.28947
C 3.12178 2.43724 -1.47915
H 1.39247 3.24510 0.09350
H 0.78933 0.76179 3.53833
H -1.56605 2.00876 3.49370
H -1.56548 3.63115 4.20027
H -0.26637 2.50595 4.59620
H -1.78532 3.30200 1.21876
H -0.57449 4.52499 0.80121
H -1.69072 4.80359 2.14674
H 1.57785 3.96875 3.80282
H 0.38506 5.25437 3.53280
H 1.48456 4.77050 2.23075
H 4.66108 0.69247 2.91353
H 4.47783 -0.65665 4.04622
H 3.40292 0.74800 4.15177
H 4.53959 -1.06305 1.06502
H 3.06575 -2.05344 0.89730
H 4.19804 -2.33496 2.22066
H 1.63664 -0.98398 4.22933
H 2.53119 -2.38385 3.66778
H 1.15168 -1.79697 2.72950
H 5.17204 0.77438 0.71320
H 4.69000 2.46913 0.84256
H 5.49455 1.88044 -0.62141
H 3.66628 -0.85623 -0.69417
H 4.19482 0.10058 -2.07260
H 2.46632 -0.14489 -1.75855
H 3.19532 3.42506 -1.02286
H 2.13229 2.31881 -1.92683
H 3.86167 2.38805 -2.27866
C -0.67539 1.88215 -4.91085
N -1.66396 2.17589 -3.88431
C -2.79635 1.27183 -4.03765
N -2.40696 -0.13157 -4.00346
C -1.39836 -0.37483 -5.02769
N -0.23530 0.49394 -4.89715
C 0.57078 0.15157 -3.73903
P -0.39646 0.33505 -2.14146
C -1.07612 2.04966 -2.55568
C -1.95424 -0.54747 -2.68275
H 0.18618 2.53766 -4.76432
H -1.12154 2.08655 -5.88753
H -3.26924 1.47446 -5.00241
H -3.52301 1.45895 -3.24279
H -1.85618 -0.19167 -6.00300
H -1.07697 -1.41631 -4.96676
H 1.45302 0.79600 -3.71460
H 0.89694 -0.88474 -3.82313
H -0.27458 2.78922 -2.45108
H -1.83965 2.28061 -1.81355
H -2.74765 -0.33525 -1.96202
H -1.77350 -1.62310 -2.69195
C -2.75578 -1.59558 0.95986
C -3.76614 -0.56047 0.58397
C -5.08877 -0.90517 0.42386
C -6.05265 0.03449 0.07125
C -5.68009 1.35670 -0.13916
C -4.36618 1.76072 -0.04507
C -4.01049 3.19573 -0.30970
C -3.34809 0.80087 0.31643
N -2.09033 1.16626 0.40842
H -3.23870 -2.47171 1.39172
H -2.02581 -1.20452 1.66864
H -2.20534 -1.91858 0.07269
H -5.37966 -1.93610 0.58408
H -7.08545 -0.26468 -0.04207
H -6.43774 2.09040 -0.38791
H -4.59139 3.59038 -1.14342
H -2.95532 3.30706 -0.54121
H -4.23886 3.81022 0.56412
O 0.50189 -2.12492 -1.65695
C 0.50627 -2.35880 -0.43600
O 0.49491 -1.53781 0.52338
C 0.48337 -3.81575 -0.02263
C 0.79616 -4.81126 -0.93370
C 0.68652 -6.14093 -0.54803
C 0.25772 -6.49543 0.71831
C -0.05370 -5.48550 1.60958
C 0.06697 -4.14823 1.25779
N -0.55271 -5.82715 2.93619
O -0.57236 -7.00101 3.24726
O -0.92616 -4.91589 3.64882
N 1.00027 -7.19419 -1.50788
O 0.91156 -8.34583 -1.13174
O 1.32834 -6.85437 -2.62723
H 1.11629 -4.56400 -1.93490
H 0.15688 -7.53300 0.99769
H -0.17842 -3.38050 1.97557
```

=====

This record from OMol25 describes a structure of composition C38H54CsN6OS3Si. The level of theory is the ωB97M-V functional and the def2-TZVPD basis.

Computed properties:
- E_HOMO: -2.895 eV
- Kohn-Sham gap: 0.1741 Ha
- Net charge: -1
- Lowest unoccupied orbital energy: 1.844 eV

The geometry in XYZ format:
```
104
C38H54CsN6OS3Si (the ωB97M-V functional and the def2-TZVPD basis)
Cs 0.43224 0.03519 0.39964
C 0.11753 2.23318 3.18850
N -0.95890 1.33631 2.80302
C -2.03771 2.04743 2.14333
C -1.34389 0.46097 3.87440
C -2.35898 0.80622 4.75244
C -2.73565 -0.01095 5.81352
C -2.04937 -1.20517 5.99398
C -1.02694 -1.56922 5.13502
C -0.63047 -0.76312 4.03517
N 0.28753 -1.15985 3.11467
C 1.22752 -2.10041 3.44577
C 2.02788 -1.98493 4.60411
C 3.06196 -2.85838 4.89484
C 3.34618 -3.90419 4.02684
C 2.57612 -4.05393 2.87826
C 1.52825 -3.18832 2.56870
N 0.77850 -3.33161 1.37133
C -0.64938 -3.53081 1.57625
C 1.29666 -4.26879 0.39966
H -0.19344 2.96776 3.95069
H 0.46252 2.79150 2.31213
H 0.94785 1.65233 3.59420
H -2.48388 2.84648 2.76127
H -2.82829 1.34263 1.87879
H -1.63918 2.50600 1.23177
H -2.87752 1.74724 4.60484
H -3.53975 0.28202 6.47654
H -2.32242 -1.87048 6.80632
H -0.52270 -2.51694 5.28108
H 1.81246 -1.15675 5.26940
H 3.65228 -2.71590 5.79307
H 4.14927 -4.60093 4.23497
H 2.80588 -4.87671 2.21376
H -0.87136 -4.55183 1.92796
H -1.16283 -3.37205 0.62483
H -1.02182 -2.81331 2.30306
H 1.23241 -5.31757 0.73826
H 2.33619 -4.04193 0.16282
H 0.71307 -4.17551 -0.51650
C -0.65562 -1.64186 -3.82634
C -1.43108 -0.34371 -4.02767
S -1.17682 0.84673 -2.68254
C -2.86716 1.33358 -2.26363
C -3.83432 0.22341 -1.85406
S -3.25639 -0.78855 -0.45379
C -3.49675 -2.46529 -1.09740
C -2.72971 -2.83957 -2.36554
S -0.93544 -2.54905 -2.27559
H -0.84735 -2.31183 -4.66698
H 0.41293 -1.42881 -3.81070
H -1.07326 0.11782 -4.94845
H -2.50104 -0.51599 -4.13336
H -2.72971 2.03937 -1.44293
H -3.28785 1.89245 -3.10143
H -4.77887 0.68762 -1.56468
H -4.04525 -0.44632 -2.68678
H -3.18905 -3.09955 -0.26500
H -4.56363 -2.63162 -1.25951
H -2.89739 -3.89667 -2.57798
H -3.10282 -2.27479 -3.21764
O 1.42636 2.13570 -0.74112
C 0.49225 2.92747 -0.57167
C 1.11638 5.13208 -3.23011
Si 0.29814 4.58610 -1.60090
C 0.75639 5.90634 -0.32688
C -1.56689 4.71247 -1.85726
C -2.16890 4.74130 -3.11816
C -3.55151 4.74930 -3.26474
C -4.37047 4.72116 -2.14363
C -3.79769 4.69456 -0.87838
C -2.41538 4.69184 -0.74068
H 0.75737 6.10927 -3.56792
H 0.93100 4.40680 -4.02763
H 2.19896 5.20796 -3.09563
H 0.40596 6.89967 -0.61654
H 1.83999 5.95298 -0.18774
H 0.31197 5.65921 0.64103
H -1.54474 4.75389 -4.00500
H -3.99192 4.77545 -4.25490
H -5.44820 4.72238 -2.25540
H -4.42958 4.67321 0.00213
H -1.97832 4.67181 0.25033
C 3.03881 1.98916 -3.31682
C 2.24239 1.21828 -4.26724
N 1.61263 0.60769 -5.00932
H 2.44259 2.19587 -2.41659
H 3.35950 2.92566 -3.76918
H 3.91218 1.41496 -3.00912
C 5.85419 -2.40799 1.76048
C 4.95660 -2.19719 0.58937
C 5.14357 -2.38743 -0.76059
C 3.93066 -1.98880 -1.36934
N 3.06855 -1.57090 -0.45962
N 3.70709 -1.70343 0.71769
C 3.55599 -2.03210 -2.81639
H 6.67515 -3.06847 1.48693
H 5.30063 -2.85206 2.58895
H 6.27767 -1.46266 2.10514
H 6.03206 -2.75986 -1.24430
H 3.20242 -1.55839 1.58188
H 4.43185 -1.89596 -3.45061
H 2.82751 -1.25594 -3.04599
H 3.10390 -2.99410 -3.06899
```

=====

Energy above the lowest of the compared OMol25 structures with the same formula, charge and spin for the records above, in order: 36.34; 30.31 kJ/mol